1.
Below is a cluster of 13 separate species, C26H78O26 in total, with properties calculated with ωB97M-V/def2-TZVPD.

XYZ file:
```
130
Properties=species:S:1:pos:R:3:forces:R:3
C 0.72168 -6.16234 2.04313 -0.7388 0.0143 0.2738
C 1.85529 -6.46541 1.11511 1.4151 0.9512 -1.0046
O 1.91103 -7.83450 0.95690 -0.5466 -2.5631 0.1136
O -0.56459 -6.30721 1.42088 0.4696 0.3301 0.1693
H 0.73359 -5.18323 2.52200 0.1709 0.2013 -0.5270
H 0.80609 -6.85432 2.88106 0.0343 -0.3180 0.0585
H 2.85007 -6.15884 1.43840 -0.1007 0.5919 0.8420
H 1.81216 -6.05284 0.10713 -0.7965 0.7564 0.0261
H 2.43590 -8.11006 0.20179 0.0086 0.2587 0.0240
H -0.55726 -7.11901 0.90851 0.0802 -0.2115 0.0226
C 0.44951 -4.88802 -6.53045 -0.9883 0.0860 0.3995
C 1.23341 -5.42202 -7.68702 0.3137 0.1110 -0.4872
O 1.20775 -4.50371 -8.76085 -0.1090 0.0362 -0.5731
O -1.00494 -4.94565 -6.82971 1.7400 -0.0422 0.3318
H 0.69001 -3.84682 -6.31561 0.2338 0.0107 -0.0851
H 0.66925 -5.46111 -5.62968 -0.3996 -0.1632 0.0333
H 0.84586 -6.41426 -7.91801 -0.2940 -0.0587 -0.4003
H 2.30557 -5.57069 -7.55864 -0.0225 0.1209 0.8171
H 0.32012 -4.41932 -9.11666 -0.1576 -0.1304 -0.0090
H -1.17424 -4.09722 -7.24576 -0.3503 0.0686 -0.0393
C 8.29867 3.45169 -3.72492 -1.2410 0.5632 -1.1179
C 9.07586 3.76300 -5.03454 1.3902 -0.8302 1.9326
O 8.40451 4.57899 -5.92264 -1.0913 0.4076 -0.5624
O 7.07419 2.78978 -4.06485 0.2984 -0.5864 0.4718
H 7.99856 4.37107 -3.22214 0.2988 0.5687 -0.0483
H 8.79998 2.89084 -2.93610 0.2885 -0.4044 -0.5824
H 9.35578 2.83738 -5.53752 -0.3270 -0.0415 -0.0687
H 10.01485 4.24633 -4.76478 0.3403 -0.0204 0.2179
H 8.35932 5.45341 -5.52901 -0.0803 0.1824 -0.1020
H 6.60356 3.32394 -4.70888 0.1214 0.1539 -0.1328
C 4.02010 -0.52159 9.47691 0.1786 -0.4596 -0.7768
C 3.98282 0.91876 9.01075 0.7395 1.1081 1.6368
O 5.32089 1.52203 9.03290 -0.5509 -0.9444 -1.0875
O 4.62679 -1.39013 8.49369 -0.1652 0.4140 0.3771
H 3.00990 -0.90420 9.62253 -0.2366 0.2950 0.0778
H 4.55260 -0.67038 10.41628 0.1512 0.3458 -0.0210
H 3.52896 1.61232 9.71862 -1.1164 -0.7649 0.3400
H 3.42128 1.03451 8.08373 0.4338 -0.1684 -0.4553
H 5.16316 2.38923 8.65251 0.3973 0.2006 -0.0145
H 4.82839 -0.85603 7.72188 0.1740 -0.0278 -0.0843
C -5.24568 0.46613 8.30049 0.5959 1.2853 -1.6463
C -5.01158 -0.25583 6.96625 1.8277 -0.6661 1.3347
O -5.06491 0.50806 5.79590 -1.4359 0.6963 -0.5350
O -4.17273 1.36195 8.70381 -0.4874 -1.2468 0.2854
H -5.43452 -0.31507 9.03680 0.3484 0.4375 0.3144
H -6.12480 1.09308 8.15161 -0.4484 -0.1902 0.2805
H -5.64090 -1.14516 6.99981 -0.4593 0.0553 -0.4734
H -3.97986 -0.59816 6.88590 0.2459 -0.6621 1.1544
H -5.17303 -0.16589 5.12084 0.0225 0.3811 -0.5084
H -4.02386 2.02492 8.02564 -0.1860 -0.0714 -0.2143
C -1.10794 5.13769 4.80703 -0.4315 1.3018 0.7842
C -2.32193 6.09299 5.07871 1.7615 -0.3716 0.2400
O -2.82764 5.86123 6.38986 -0.4859 -0.5694 -0.3087
O -1.39657 3.77282 4.84111 -0.2224 -0.7372 -0.3100
H -0.34687 5.28658 5.57299 -0.0302 0.2962 0.2030
H -0.63660 5.43548 3.87040 -0.1775 -0.0878 -0.3497
H -2.99469 6.00397 4.22573 -0.6100 -0.1472 0.3491
H -1.96366 7.12134 5.12607 0.2759 0.0663 -0.5738
H -3.78569 5.80055 6.38254 -0.0177 0.0335 -0.0563
H -2.33963 3.59857 4.88425 -0.0728 0.1786 0.0051
C 7.65727 0.45437 3.09207 1.4175 -0.4622 0.4993
C 8.69168 0.94383 4.11228 -0.4664 -1.2776 -1.7115
O 9.82792 1.34881 3.36908 0.3068 1.4989 0.6263
O 6.75628 -0.33689 3.84747 -0.8445 0.7326 -0.8223
H 8.12165 -0.12166 2.29167 0.2804 -0.5642 0.1277
H 7.32807 1.33106 2.53426 -1.0144 0.1302 0.4083
H 8.93975 0.13979 4.80516 -0.1004 0.0345 0.1395
H 8.12085 1.72095 4.62056 1.0947 0.5577 0.2645
H 10.24088 0.61964 2.90071 -0.3273 -0.2716 0.2363
H 5.89288 -0.13705 3.47840 -0.3700 -0.3784 0.2304
C -3.89318 -0.11959 -9.25036 1.1085 0.3839 0.1310
C -2.84123 -0.31883 -10.37199 -1.2905 0.1286 -0.5208
O -2.79659 -1.64842 -10.77557 0.4940 -1.7955 -0.1192
O -3.24356 -0.40444 -8.01663 -0.0598 0.0806 0.3765
H -4.75392 -0.78312 -9.33367 0.0811 -0.2822 -0.5182
H -4.30582 0.88921 -9.23863 0.1971 0.2442 -0.1457
H -1.80674 -0.09577 -10.11089 -0.3361 0.3920 0.5597
H -3.09560 0.24621 -11.26872 -0.1142 0.6908 0.1255
H -3.58740 -1.91469 -11.25026 -0.0840 0.2121 0.0574
H -3.49175 0.26924 -7.37933 0.0301 -0.0838 0.0818
C -3.41182 6.44488 -2.51708 1.2339 -1.0000 0.6089
C -3.11915 5.71034 -3.84211 -1.9271 1.3005 0.5164
O -4.07688 4.65212 -3.99391 1.1233 -0.6866 -0.3725
O -2.89275 5.70769 -1.37323 -0.1807 1.0049 -0.6125
H -4.47211 6.63337 -2.34869 -0.3695 -0.3797 -0.4084
H -2.99904 7.45367 -2.52279 0.5847 -0.1705 0.1765
H -2.09860 5.35988 -3.99624 -0.2064 -0.4682 0.6157
H -3.23808 6.47503 -4.60970 -0.2955 0.0038 -0.4404
H -4.97638 4.91481 -3.78533 0.1775 0.5040 0.0582
H -3.01633 4.77018 -1.53873 -0.1366 -0.1249 -0.1316
C -0.53712 0.05416 -0.55642 1.2467 0.4868 0.1412
C 0.77552 0.63765 0.05502 -0.1256 0.0702 -1.0578
O 1.04005 0.28249 1.37233 -0.2677 -0.1011 0.9001
O -1.65830 0.86137 -0.24487 0.0852 0.5483 0.3710
H -0.63629 -0.97624 -0.21505 -0.1171 -0.0381 -0.0212
H -0.36656 0.08532 -1.63254 -0.1942 -0.2452 -0.2372
H 0.84157 1.71739 -0.07877 -0.6219 0.3410 0.0520
H 1.66407 0.32792 -0.49512 -0.2576 -0.6345 -0.3570
H 0.42990 0.78205 1.91983 -0.0508 -0.0401 0.2997
H -2.46926 0.37986 -0.06572 0.2864 -0.3893 -0.0785
C -6.26881 -3.25099 -0.84920 -1.0380 -0.9395 2.0376
C -5.68456 -3.46756 -2.18410 -0.0526 0.0423 -0.6794
O -5.35016 -4.85486 -2.41348 0.1697 1.2995 0.3468
O -5.33795 -3.07838 0.24239 0.0910 0.4998 -0.8578
H -6.82768 -4.10770 -0.47262 -0.5643 -0.3168 -0.8451
H -7.00070 -2.44371 -0.87602 0.4507 0.3945 0.1740
H -4.88578 -2.72695 -2.22347 0.8554 -0.4775 -0.2703
H -6.37934 -3.11378 -2.94583 -0.3492 -0.2452 -0.1083
H -4.85084 -4.86499 -3.23335 0.1240 -0.2531 -0.0850
H -4.98691 -3.96473 0.35532 0.3430 0.0152 0.2823
C 6.23071 -4.29989 -2.85975 0.8612 -0.7214 -1.1422
C 6.56637 -5.78893 -3.24571 -1.7202 2.4168 -0.9435
O 7.39231 -6.25254 -2.27551 1.1514 -1.3452 1.1686
O 7.19118 -3.38970 -3.46660 -0.9962 -0.7293 0.3117
H 6.28009 -4.14622 -1.78176 -0.0243 -0.5220 0.1183
H 5.20289 -4.11788 -3.17368 -0.0163 0.4043 -0.2929
H 6.93480 -5.91693 -4.26354 0.7655 0.7264 -0.1619
H 5.61776 -6.30827 -3.38180 -0.4821 -0.3754 0.8931
H 7.62039 -7.16150 -2.48380 0.2279 -0.1195 0.1797
H 6.95108 -2.53222 -3.10788 0.2287 0.2709 -0.1340
C -8.76646 4.13906 2.28701 0.0762 0.5367 0.4397
C -9.94385 3.36083 2.89797 -0.5396 -1.5435 -0.7771
O -10.34849 3.77803 4.19211 0.2827 0.7664 -0.0717
O -9.13980 5.15320 1.39070 -1.0483 1.0644 -0.6290
H -8.06568 3.64454 1.61436 -0.0432 -1.1828 0.8844
H -8.24396 4.66560 3.08566 0.4042 -0.6612 0.3992
H -9.87255 2.27417 2.94475 1.3863 -0.2668 0.0556
H -10.77420 3.33445 2.19233 -0.3402 1.1262 -0.2710
H -10.79788 3.03851 4.60775 0.0155 0.0993 0.0285
H -9.39862 5.93253 1.88795 -0.1874 0.0618 -0.0607
```
Positions in Å, forces in eV/Å.

Results
energy	-2993.22646	a.u.
total charge	0
HOMO	-9.957	eV
LUMO	0.000	Ha

---

2.
Below is a structure of composition C3H6CoO3, with properties calculated with ωB97M-V/def2-TZVPD.

XYZ file:
```
13
Properties=species:S:1:pos:R:3:forces:R:3
C -0.55965 1.38248 -0.96315 1.3178 -0.1117 0.8683
C 0.28231 0.98706 0.00967 -2.6901 3.0776 -1.2745
O -0.22472 0.03252 0.90135 -0.0642 0.2791 -0.5983
C -0.01293 0.28404 2.18576 0.4888 0.9195 -1.0833
O 0.29891 -0.95670 2.54520 4.2070 -2.4876 2.6186
Co -0.97533 -2.14558 1.21788 0.2050 0.0016 -0.0721
H -0.22214 2.17179 -1.63434 -0.2944 -0.2896 0.0747
H -1.55658 0.94642 -1.05074 0.3555 0.0609 -0.2607
H 1.03040 1.65324 0.44139 0.3780 -0.7903 -0.4510
H 1.41523 -0.95270 2.49683 -3.9892 -0.2532 0.5275
H -0.58830 -0.80098 -2.09196 3.6078 -0.6488 -1.3207
O 0.42932 -0.98293 -2.36659 -3.8421 0.4955 1.0846
H 0.68347 -1.61865 -1.69132 0.3199 -0.2531 -0.1129
```
Positions in Å, forces in eV/Å.

Results
2S+1	5
energy	-1725.83011	a.u.
total charge	+1
HOMO (spin up / spin down)	-13.093 / -14.063	eV
⟨S²⟩	6.00
LUMO (spin up / spin down)	-0.191 / -0.258	Ha

---

3.
Below is an isolated molecule of C26H29N5O3, with properties calculated with ωB97M-V/def2-TZVPD.

XYZ file:
```
63
Properties=species:S:1:pos:R:3:forces:R:3
O -4.55102 -1.68863 -1.26205 -0.1480 -0.0562 -0.4093
C -3.94405 -1.60131 -0.21855 0.1266 -0.4070 0.5290
C -3.33061 -2.82799 0.48668 -0.5149 0.0824 -0.0638
N -1.88467 -2.79233 0.35021 0.4360 0.2361 0.3664
N -1.41245 -3.48855 -0.68133 -0.0141 -0.5636 -0.8327
C -0.14786 -3.47228 -0.95280 -0.1418 0.1187 0.1890
C 0.75878 -2.72804 -0.17013 -0.3829 0.4541 0.8311
C 2.16154 -2.47180 -0.20185 0.0190 0.2307 0.2763
C 3.19377 -2.86980 -1.04770 0.1043 0.0601 0.0590
C 4.46821 -2.42545 -0.77831 0.0190 -0.1563 -0.2292
C 4.72806 -1.60087 0.31982 -0.0582 0.0914 0.1461
C 3.72447 -1.19190 1.17100 0.1228 0.0952 0.1217
C 2.42881 -1.62401 0.90320 0.1735 -0.3616 -0.4771
N 1.26020 -1.37200 1.57568 -0.1761 -0.1762 -0.0488
C 1.10233 -0.55257 2.75194 -0.0710 0.3727 0.4467
C 0.77349 0.88872 2.43393 0.0162 -0.0392 0.0322
C -0.30241 1.50147 3.06137 0.0199 -0.0050 0.0282
C -0.58715 2.83398 2.82124 -0.0558 0.0534 0.0962
C 0.20006 3.56554 1.94826 -0.0014 0.0868 -0.0117
C 1.26345 2.95480 1.30677 0.0473 0.0691 0.0025
C 1.54758 1.62243 1.54470 -0.0083 -0.0266 0.1033
C 0.25209 -2.02549 0.93162 0.1813 -0.5734 -0.7932
C -1.15065 -2.02603 1.23635 -0.0701 -0.1234 -0.0286
O -1.70813 -1.41922 2.15448 0.1158 0.1015 0.2850
N -3.71732 -0.45169 0.44244 0.0913 0.4130 0.3171
C -3.94923 0.83223 -0.18339 -0.0330 0.0435 -0.4508
C -2.82008 1.19450 -1.15490 0.1602 -0.0232 0.2847
C -1.47983 1.35707 -0.42018 -0.2148 0.0021 -0.1326
N -0.29077 1.46301 -1.23672 0.0635 0.0222 -0.2135
C -0.20240 2.65277 -2.05994 0.3404 -0.1031 -0.0436
C 1.22494 2.74707 -2.60558 -0.2703 0.2903 0.0694
O 1.57646 1.60188 -3.34665 0.0079 0.0462 -0.1975
C 1.44078 0.43950 -2.56408 -0.2336 -0.3784 0.1335
C 0.01181 0.29537 -2.04058 0.3289 0.1023 -0.0927
H -3.58500 -2.82277 1.54866 0.0415 -0.0391 -0.1132
H -3.68700 -3.73257 -0.00486 0.0743 0.1674 0.0796
H 0.15928 -4.05763 -1.80413 0.0062 -0.0854 -0.1129
H 2.99090 -3.51142 -1.89121 0.0201 -0.0698 -0.1103
H 5.28578 -2.71705 -1.41974 0.0590 -0.0300 -0.0640
H 5.74137 -1.27651 0.50381 0.0701 0.0365 0.0309
H 3.94383 -0.55543 2.01516 0.0192 0.0753 0.0630
H 0.29494 -0.97707 3.35265 0.2096 0.0466 -0.0446
H 2.03301 -0.60148 3.32741 -0.1135 -0.0867 -0.0635
H -0.92191 0.92940 3.73563 -0.0767 -0.0959 0.0619
H -1.42499 3.30178 3.31745 -0.0710 0.0385 0.0397
H -0.01706 4.60801 1.76575 -0.0200 0.0841 -0.0178
H 1.87810 3.52138 0.62339 0.0502 0.0379 -0.0852
H 2.37731 1.15468 1.03602 0.0768 -0.0422 -0.0930
H -3.14318 -0.48536 1.27843 -0.0768 -0.1542 -0.1242
H -4.03897 1.58593 0.60101 -0.0633 -0.0127 -0.0079
H -4.89026 0.76615 -0.73566 0.0511 0.1169 0.1493
H -3.07802 2.11933 -1.67289 -0.0293 0.0165 -0.0975
H -2.74603 0.39564 -1.89465 -0.0537 0.0139 -0.0853
H -1.51910 2.25094 0.20896 -0.0218 -0.0617 0.0773
H -1.32185 0.49955 0.23893 -0.0524 0.0298 0.0898
H -0.41844 3.52747 -1.44350 -0.0193 0.0766 -0.0126
H -0.90717 2.62658 -2.90861 -0.0060 0.0723 0.0324
H 1.32648 3.59359 -3.28703 0.0076 0.0034 0.0846
H 1.92105 2.86668 -1.76216 -0.0366 0.0357 -0.0341
H 1.70768 -0.39938 -3.20899 0.0097 -0.0054 0.0586
H 2.13463 0.47782 -1.71002 -0.0220 -0.0454 -0.0264
H -0.06606 -0.59846 -1.42113 -0.0185 -0.0424 -0.0043
H -0.66750 0.18985 -2.90363 0.0059 -0.0589 0.0379
```
Positions in Å, forces in eV/Å.

Results
structure (SMILES)	O=C(Cn1ncc2c3ccccc3n(Cc3ccccc3)c2c1=O)NCCCN1CCOCC1
energy	-1507.70229	a.u.
total charge	0
HOMO	-8.204	eV
LUMO	0.000	Ha

---

4.
Below is a structure of composition C2H3K, with properties calculated with ωB97M-V/def2-TZVPD.

XYZ file:
```
6
Properties=species:S:1:pos:R:3:forces:R:3
H 0.55505 -2.02721 2.15379 -0.0821 -0.1011 0.0855
C -1.11975 0.16551 0.21275 0.3606 0.1240 -1.4309
C -0.43045 0.94678 -0.41145 -0.4497 0.0210 1.0866
H -1.77023 -0.65514 0.47440 0.3834 0.4395 0.3400
H 0.15906 1.79363 -0.72859 -0.2836 -0.4927 -0.0408
K 1.74394 -1.20314 0.42061 0.0715 0.0093 -0.0404
```
Positions in Å, forces in eV/Å.

Results
energy	-677.77129	a.u.
total charge	0
HOMO	-6.098	eV
LUMO	-0.016	Ha

---

Record-wise F_max values, in eV/Å: 3.11; 5.54; 1.02; 1.48